The following is a DFT calculation (wB97M-V/def2-TZVPD) of a 3-piece molecular cluster, C4H9NO2 overall.

The total energy is -362.85824 Ha. For the gap between HOMO and LUMO, the calculation gives 7.831 eV. Its relative energy (zero: lowest compared OMol25 entry of this formula, charge and spin) is 142.63 kcal/mol.

Last column: Mulliken charge in e.
CARTESIAN COORDINATES (ANGSTROEM)
C: 1.37374 -0.08087 -1.26760  -0.6488
C: -0.98947 -1.49956 0.33845  -1.2536
C: 0.40743 0.52217 0.54971  0.1141
C: -0.80786 -0.15742 0.65688  0.9220
N: 0.51353 1.80874 1.00576  -0.4565
O: 1.57628 -0.05465 0.14423  -0.4382
O: -1.88911 0.70721 0.61337  -0.5359
H: -2.50102 0.50886 1.33203  0.3457
H: 1.43007 2.22453 1.02224  0.2498
H: -0.22990 2.46808 0.82459  0.2258
H: 1.43972 0.92346 -1.69195  0.2887
H: 2.09859 -0.75814 -1.70747  0.2942
H: 0.20291 -0.98901 -1.60675  -0.0462
H: -1.91263 -1.97418 0.65037  0.3333
H: -0.58774 -1.50791 -1.29269  0.1970
H: -0.12454 -2.14131 0.42883  0.4085

---

The following is a DFT calculation (wB97M-V/def2-TZVPD) of a 2-piece molecular cluster, C4H9NO2 overall.

The total energy is -362.95508 Ha. For the gap between HOMO and LUMO, the calculation gives 9.294 eV. Its relative energy (zero: lowest compared OMol25 entry of this formula, charge and spin) is 81.86 kcal/mol.

Last column: Mulliken charge in e.
CARTESIAN COORDINATES (ANGSTROEM)
C: -1.76554 -1.70372 -0.71722  -0.8742
C: -0.21538 1.18278 -0.43209  -0.5566
O: -0.74180 2.37342 -0.25524  -0.3169
C: 0.21784 0.68978 0.94000  -0.1808
N: 1.38102 -0.16184 0.79955  -0.1018
C: 2.41361 0.29728 0.05341  0.0251
O: 2.43416 1.41078 -0.43867  -0.5364
H: -1.22321 -2.64581 -0.60145  0.2505
H: -2.57195 -1.83526 -1.44246  0.3064
H: -2.19801 -1.41133 0.24551  0.2070
H: -1.08667 -0.91914 -1.06450  0.1624
H: -1.04554 2.68030 -1.12282  0.4224
H: 0.39961 1.50572 1.65360  0.2804
H: -0.61079 0.08016 1.32174  0.3014
H: 1.37318 -1.11613 1.12134  0.2540
H: 3.23948 -0.42699 -0.06072  0.3570

---

The following is a DFT calculation (wB97M-V/def2-TZVPD) of a 2-piece molecular cluster, C4H9NO2 overall.

The total energy is -362.92612 Ha. For the gap between HOMO and LUMO (spin up / spin down), the calculation gives 7.592 / 7.767 eV. Its relative energy (zero: lowest compared OMol25 entry of this formula, charge and spin) is 100.04 kcal/mol.

Last column: Mulliken charge in e.
CARTESIAN COORDINATES (ANGSTROEM)
C: 0.38698 -1.15561 0.07636  0.4872
C: 0.66460 0.14965 -1.87946  -0.5523
C: -0.61136 2.25301 0.68832  -0.9664
N: 1.07114 -1.48252 1.24742  -0.4958
C: -0.95062 -1.63132 -0.07336  0.0548
O: 1.04792 -0.39927 -0.76236  -0.2639
O: -1.48776 -2.39336 0.71924  -0.5699
H: -1.27904 1.40939 0.75042  0.1966
H: 2.07403 -1.55901 1.16372  0.2369
H: 0.63004 -2.26075 1.71970  0.2645
H: -1.48344 -1.28633 -0.97546  0.2406
H: 1.42386 0.70622 -2.39252  0.2908
H: -0.32443 0.03925 -2.28412  0.2900
H: -0.28034 2.39241 -0.34474  0.2141
H: -1.13068 3.14375 1.02564  0.3278
H: 0.24910 2.07448 1.32122  0.2451

---

The following is a DFT calculation (wB97M-V/def2-TZVPD) of one molecule with the formula C4H9NO2.

The total energy is -362.93455 Ha. For the gap between HOMO and LUMO, the calculation gives 10.586 eV. The structure (SMILES) is C[C@H]1CON[C@@H]1O. Its relative energy (zero: lowest compared OMol25 entry of this formula, charge and spin) is 94.74 kcal/mol.

Last column: Mulliken charge in e.
CARTESIAN COORDINATES (ANGSTROEM)
C: -1.71081 -0.20408 0.32472  -1.6334
C: -0.46454 -0.08888 -0.48490  0.4577
C: 0.05134 1.31172 -0.39680  -0.6448
O: 1.42423 1.30503 0.00310  -0.2934
N: 1.71804 0.15719 0.69589  -0.4057
C: 0.78498 -0.92241 0.15423  -0.1225
O: 1.51503 -1.67880 -0.74320  -0.5570
H: -1.75279 0.57948 0.98101  0.4550
H: -1.66692 -1.11854 0.78789  0.3795
H: -2.52299 -0.18746 -0.34014  0.3733
H: -0.70450 -0.41687 -1.44373  0.4550
H: -0.07836 1.71237 -1.40636  0.2773
H: -0.68900 1.97777 0.20799  0.2450
H: 1.25633 0.33500 1.70845  0.2811
H: 0.49915 -1.55258 0.94836  0.3964
H: 2.34080 -1.20893 -0.99650  0.3366

---

The following is a DFT calculation (wB97M-V/def2-TZVPD) of one molecule with the formula C4H9NO2.

The total energy is -363.06202 Ha. For the gap between HOMO and LUMO, the calculation gives 9.974 eV. The structure (SMILES) is NC(=O)CCCO. Its relative energy (zero: lowest compared OMol25 entry of this formula, charge and spin) is 14.76 kcal/mol.

Last column: Mulliken charge in e.
CARTESIAN COORDINATES (ANGSTROEM)
N: -1.93705 -0.10579 -0.52972  -0.3189
C: -1.51343 1.07430 -0.00500  0.4559
O: -2.28574 1.96350 0.31756  -0.6445
C: 0.01652 1.24979 0.10761  -0.5243
C: 0.77942 0.12438 0.85311  -0.6729
C: 1.41124 -0.95944 0.00421  -0.4229
O: 0.44514 -1.71119 -0.71961  -0.5366
H: -2.93115 -0.27579 -0.57157  0.2021
H: -1.28186 -0.85112 -0.72966  0.2394
H: 0.39646 1.37306 -0.91929  0.3140
H: 0.13747 2.21052 0.61219  0.2539
H: 1.64944 0.44924 1.42646  0.3479
H: 0.11801 -0.31887 1.60870  0.3660
H: 2.13419 -0.51809 -0.70169  0.3654
H: 1.98262 -1.56403 0.71322  0.2778
H: 0.87872 -2.14049 -1.46652  0.2981

---

The following is a DFT calculation (wB97M-V/def2-TZVPD) of one molecule with the formula C4H9NO2.

The total energy is -363.05227 Ha. For the gap between HOMO and LUMO, the calculation gives 10.605 eV. The structure (SMILES) is C[C@@H](O)CNC=O. Its relative energy (zero: lowest compared OMol25 entry of this formula, charge and spin) is 20.87 kcal/mol.

Last column: Mulliken charge in e.
CARTESIAN COORDINATES (ANGSTROEM)
C: -2.12232 -0.63645 -0.33034  -1.4303
C: -0.66196 -0.20100 -0.44377  0.4228
O: -0.69667 1.16834 -0.74633  -0.5915
C: 0.16448 -0.42791 0.83530  -0.5417
N: 1.52155 0.17350 0.83475  -0.1272
C: 2.23686 0.78961 -0.13424  0.0679
O: 1.88711 1.07050 -1.27380  -0.6451
H: -2.27084 -1.71628 -0.22902  0.3801
H: -2.61181 -0.31373 -1.25484  0.3365
H: -2.62263 -0.12163 0.49727  0.3403
H: -0.19441 -0.77634 -1.25749  0.2681
H: 0.18341 1.35995 -1.12325  0.3724
H: -0.38285 0.00913 1.67961  0.2943
H: 0.29090 -1.50237 1.02511  0.2663
H: 2.02348 0.08246 1.70882  0.2371
H: 3.25570 1.04223 0.21223  0.3501

---

The following is a DFT calculation (wB97M-V/def2-TZVPD) of one molecule with the formula C4H9NO2.

The total energy is -363.02121 Ha. For the gap between HOMO and LUMO, the calculation gives 9.714 eV. The structure (SMILES) is CC(C)(O)/N=C\O. Its relative energy (zero: lowest compared OMol25 entry of this formula, charge and spin) is 40.36 kcal/mol.

Last column: Mulliken charge in e.
CARTESIAN COORDINATES (ANGSTROEM)
C: 0.71266 1.48749 -0.19914  -1.2920
C: -0.59516 0.43003 0.02420  1.3064
C: -0.97967 -0.40737 -1.18559  -1.4414
O: -1.66211 1.31088 0.26519  -0.5387
N: -0.27228 -0.33186 1.18641  -0.6433
C: 0.60303 -1.25831 1.21386  -0.0464
O: 1.33703 -1.64232 0.15463  -0.4414
H: 0.45755 2.29224 -0.89609  0.3501
H: 1.00185 1.93081 0.75787  0.3472
H: 1.55579 0.91486 -0.59041  0.3225
H: -1.59557 -1.26185 -0.88792  0.3577
H: -0.10775 -0.80556 -1.71130  0.2854
H: -1.56308 0.17573 -1.90505  0.3980
H: -1.71600 1.29555 1.24004  0.3375
H: 0.87789 -1.77098 2.14323  0.3605
H: 1.94582 -2.35935 0.39007  0.3378

---

The following is a DFT calculation (wB97M-V/def2-TZVPD) of one molecule with the formula C4H9NO2.

The total energy is -363.05570 Ha. For the gap between HOMO and LUMO, the calculation gives 10.648 eV. The structure (SMILES) is C[C@@H](CO)NC=O. Its relative energy (zero: lowest compared OMol25 entry of this formula, charge and spin) is 18.72 kcal/mol.

Last column: Mulliken charge in e.
CARTESIAN COORDINATES (ANGSTROEM)
C: 1.63269 0.89864 0.00379  -1.4582
C: 0.38195 0.12712 0.41589  0.5458
C: -0.86466 1.01400 0.27312  -0.7221
O: -1.93873 0.62223 1.07731  -0.5695
N: 0.32470 -1.10254 -0.39215  -0.1442
C: -0.75458 -1.84727 -0.71614  0.0065
O: -1.93188 -1.60816 -0.46127  -0.6489
H: 2.52300 0.25970 0.01788  0.4186
H: 1.80945 1.73080 0.69313  0.3714
H: 1.52357 1.30139 -1.01005  0.3468
H: 0.44562 -0.13623 1.48046  0.1217
H: -0.58974 2.02601 0.59274  0.3738
H: -1.13669 1.07338 -0.79173  0.3465
H: -2.25143 -0.21569 0.69138  0.4383
H: 1.22338 -1.51138 -0.62361  0.2346
H: -0.46397 -2.74856 -1.28136  0.3388

---

The following is a DFT calculation (wB97M-V/def2-TZVPD) of one molecule with the formula C4H9NO2.

The total energy is -363.03532 Ha. For the gap between HOMO and LUMO, the calculation gives 10.942 eV. The structure (SMILES) is C[C@@H](CO)/N=C/O. Its relative energy (zero: lowest compared OMol25 entry of this formula, charge and spin) is 31.51 kcal/mol.

Last column: Mulliken charge in e.
CARTESIAN COORDINATES (ANGSTROEM)
C: -1.25732 1.37713 -0.02915  -1.4274
C: -0.40587 0.17056 0.35024  0.5726
C: -1.12186 -1.13776 0.01380  -0.7942
O: -0.34409 -2.26753 0.33806  -0.5109
N: 0.82517 0.20628 -0.40729  -0.6586
C: 1.93792 0.13675 0.18307  0.2018
O: 3.06219 0.18620 -0.54626  -0.4839
H: -0.74379 2.31004 0.22383  0.3455
H: -2.21578 1.35352 0.49922  0.3802
H: -1.45101 1.38241 -1.10800  0.3398
H: -0.20658 0.17713 1.43442  0.3130
H: -2.04119 -1.21098 0.60210  0.3492
H: -1.39750 -1.12936 -1.05365  0.3335
H: 0.46171 -2.20854 -0.19285  0.3094
H: 2.12796 0.04341 1.25727  0.3643
H: 2.69884 0.29993 -1.44333  0.3659

---

The following is a DFT calculation (wB97M-V/def2-TZVPD) of one molecule with the formula C4H9NO2.

The total energy is -362.94395 Ha. For the gap between HOMO and LUMO, the calculation gives 10.274 eV. The structure (SMILES) is CN(O)[C@]1(C)CO1. Its relative energy (zero: lowest compared OMol25 entry of this formula, charge and spin) is 88.84 kcal/mol.

Last column: Mulliken charge in e.
CARTESIAN COORDINATES (ANGSTROEM)
C: -0.12862 -1.71844 -0.69568  -0.8121
N: 0.30187 -0.32861 -0.76585  -0.0819
O: 1.71981 -0.34837 -0.88078  -0.4599
C: -0.10129 0.43290 0.40260  0.9838
C: -1.23603 1.38428 0.11224  -1.2761
C: 0.84722 0.68317 1.48551  -0.5981
O: -0.20172 -0.26935 1.63724  -0.4792
H: 0.30699 -2.23750 0.16632  0.3271
H: -1.22033 -1.74308 -0.61647  0.2914
H: 0.17599 -2.21646 -1.61872  0.2821
H: 1.86575 0.09376 -1.72708  0.3394
H: -0.91768 2.12749 -0.62575  0.2988
H: -1.55349 1.89566 1.02573  0.3863
H: -2.09634 0.84653 -0.30203  0.2647
H: 1.84928 0.26594 1.41303  0.2504
H: 0.74356 1.58991 2.08432  0.2833

---

The following is a DFT calculation (wB97M-V/def2-TZVPD) of one molecule with the formula C4H9NO2.

The total energy is -362.84658 Ha. For the gap between HOMO and LUMO (spin up / spin down), the calculation gives 7.332 / 6.949 eV. The structure (SMILES) is CC1(C)O[C@]1(N)O. Its relative energy (zero: lowest compared OMol25 entry of this formula, charge and spin) is 149.95 kcal/mol.

Last column: Mulliken charge in e.
CARTESIAN COORDINATES (ANGSTROEM)
C: -0.34246 1.60781 0.28208  -1.5002
C: -0.24949 0.13194 0.42191  1.0099
C: -1.38150 -0.56301 1.10689  -1.4288
O: 0.96183 -0.47912 0.81001  -0.4632
C: 0.82485 -0.70668 -0.57641  0.5351
N: 2.13251 -0.35549 -1.08147  -0.5664
O: -0.07077 -0.64199 -1.70412  -0.4897
H: -1.33388 1.89249 -0.09068  0.3196
H: 0.38353 2.01091 -0.42899  0.3559
H: -0.18071 2.09782 1.24697  0.3201
H: -1.41468 -0.26972 2.16274  0.3532
H: -2.33978 -0.30756 0.64713  0.3759
H: -1.25665 -1.65008 1.06712  0.3501
H: 2.31461 -0.92030 -1.90789  0.2520
H: 2.81098 -0.66035 -0.38742  0.2435
H: -0.85838 -1.18668 -1.56788  0.3331

---

The following is a DFT calculation (wB97M-V/def2-TZVPD) of a 2-piece molecular cluster, C4H9NO2 overall.

The total energy is -362.74759 Ha. For the gap between HOMO and LUMO, the calculation gives 3.706 eV. Its relative energy (zero: lowest compared OMol25 entry of this formula, charge and spin) is 212.06 kcal/mol.

Last column: Mulliken charge in e.
CARTESIAN COORDINATES (ANGSTROEM)
C: 0.91713 -0.51327 0.78659  -0.4688
C: 0.81047 1.00321 0.91775  0.4689
C: -0.60970 1.51049 0.30550  -0.8104
O: 0.82964 1.49980 2.14085  -0.5057
C: 0.48332 -1.12182 -0.39700  0.0281
N: -0.12287 -2.37752 -0.67412  -0.4628
O: -1.54900 0.01103 -2.34488  -0.8782
H: -1.98473 -0.28146 -3.16826  0.1878
H: 1.08666 -1.05748 1.76550  0.3338
H: 1.62147 1.47016 0.18514  0.2757
H: -1.40697 1.20031 1.00480  0.2837
H: -0.65654 2.60619 0.18757  0.2906
H: -0.77815 1.03249 -0.66757  0.2749
H: 0.43967 -0.50800 -1.33136  0.3904
H: -0.75520 -2.41543 -1.50709  0.3103
H: -0.55854 -2.76241 0.20528  0.2817

---

The following is a DFT calculation (wB97M-V/def2-TZVPD) of C4H9NO2 as an isolated structure.

The total energy is -362.95428 Ha. For the gap between HOMO and LUMO, the calculation gives 9.041 eV. Its relative energy (zero: lowest compared OMol25 entry of this formula, charge and spin) is 82.36 kcal/mol.

Last column: Mulliken charge in e.
CARTESIAN COORDINATES (ANGSTROEM)
C: 1.62521 -0.68815 -1.19456  -1.1711
C: 1.08962 -0.54543 0.18585  0.4539
C: 0.73055 0.67723 0.76040  -1.1197
H: 1.30000 -1.37503 0.85162  0.3156
H: 1.25840 0.10772 -1.84260  0.3068
H: 1.41822 -1.67240 -1.61152  0.2954
H: 2.71690 -0.58990 -1.16250  0.3631
H: 0.91455 0.81555 1.81659  0.3417
H: 0.84492 1.56765 0.15350  0.3117
C: -1.25286 0.30738 0.76830  0.8272
N: -1.85555 1.31076 0.00133  -0.4918
O: -1.01936 -0.96702 -0.20167  -0.5856
O: -1.65621 0.00479 1.87615  -0.6079
H: -1.50748 -1.68092 0.23716  0.2807
H: -1.84168 1.15618 -0.99526  0.2225
H: -2.76523 1.57159 0.35722  0.2576

---

The following is a DFT calculation (wB97M-V/def2-TZVPD) of a 2-piece molecular cluster, C4H9NO2 overall.

The total energy is -362.80909 Ha. Its multiplicity is 3. For the gap between HOMO and LUMO (spin up / spin down), the calculation gives 6.222 / 6.912 eV. Its relative energy (zero: lowest compared OMol25 entry of this formula, charge and spin) is 21.42 kcal/mol.

Last column: Löwdin spin population.
CARTESIAN COORDINATES (ANGSTROEM)
C: -0.66273 -0.54458 1.82512  0.0048
C: 0.81774 -0.39221 -1.54287  0.1253
C: -0.21701 1.74456 -1.89943  0.6166
C: 0.66606 -0.47418 1.81431  0.0068
N: 0.15457 0.75477 -1.19287  0.9758
O: -1.31042 -1.56616 2.40849  0.0017
O: -1.58202 0.36984 1.37186  0.0118
H: 1.56563 -0.52184 -0.85157  0.0100
H: 0.11509 -1.17527 -1.36283  0.0222
H: 0.95793 -0.33718 -2.62156  0.0408
H: -0.03359 1.90508 -2.95290  0.1004
H: -1.38598 0.89231 0.60491  0.0051
H: -0.80278 2.44355 -1.30682  0.0763
H: 1.08675 0.55517 1.50356  0.0018
H: 1.35567 -1.33247 2.01625  0.0004
H: -0.72491 -2.32139 2.18638  0.0001

---

The following is a DFT calculation (wB97M-V/def2-TZVPD) of an isolated ion of composition C4H9NO2 and charge +1.

The total energy is -362.66072 Ha. Its multiplicity is 2. For the gap between HOMO and LUMO (spin up / spin down), the calculation gives 9.466 / 3.873 eV. The total charge is +1. Its relative energy (zero: lowest compared OMol25 entry of this formula, charge and spin) is 62.29 kcal/mol.

Last column: Löwdin spin population.
CARTESIAN COORDINATES (ANGSTROEM)
C: 1.85057 0.69523 -0.27835  0.0060
O: 2.48813 0.96182 -1.51609  0.0036
C: 0.34456 0.86908 -0.45442  0.0090
C: -0.42511 0.43837 0.89573  -0.0089
C: -1.22008 -0.76259 0.69452  0.0105
N: -2.09454 -0.71759 -0.39443  0.5423
O: -1.35942 -1.70994 1.45503  0.4102
H: 2.06457 -0.32486 0.14368  0.0022
H: 2.33706 1.24262 0.56981  0.0032
H: 3.29495 0.45300 -1.40692  -0.0001
H: 0.14459 1.89057 -0.78881  0.0032
H: -0.01121 0.23999 -1.28373  0.0059
H: 0.37034 0.28305 1.61025  -0.0010
H: -0.98799 1.33699 1.14452  -0.0066
H: -2.04545 -0.14682 -1.23297  0.0134
H: -2.57343 -1.62161 -0.39506  0.0071